{
  "formula": "C34H90N6O14S8",
  "method": "the ωB97M-V functional and the def2-TZVPD basis",
  "symbols": ["C", "C", "O", "N", "C", "H", "H", "H", "H", "H", "H", "H", "C", "C", "O", "N", "C", "H", "H", "H", "H", "H", "H", "H", "C", "C", "O", "N", "C", "H", "H", "H", "H", "H", "H", "H", "C", "C", "O", "N", "C", "H", "H", "H", "H", "H", "H", "H", "C", "C", "O", "N", "C", "H", "H", "H", "H", "H", "H", "H", "C", "C", "O", "N", "C", "H", "H", "H", "H", "H", "H", "H", "C", "S", "O", "C", "H", "H", "H", "H", "H", "H", "C", "S", "O", "C", "H", "H", "H", "H", "H", "H", "C", "S", "O", "C", "H", "H", "H", "H", "H", "H", "C", "S", "O", "C", "H", "H", "H", "H", "H", "H", "C", "S", "O", "C", "H", "H", "H", "H", "H", "H", "C", "S", "O", "C", "H", "H", "H", "H", "H", "H", "C", "S", "O", "C", "H", "H", "H", "H", "H", "H", "C", "S", "O", "C", "H", "H", "H", "H", "H", "H"],
  "xyz": [[25.1939, 2.9501, -28.9951], [26.2831, 3.9718, -28.8733], [27.0980, 3.9292, -27.9536], [26.3196, 4.9379, -29.8010], [27.2525, 6.0537, -29.8651], [24.4802, 3.0714, -28.1846], [25.6240, 1.9518, -29.0605], [24.6689, 3.0306, -29.9532], [25.5888, 4.9044, -30.4934], [26.7835, 6.9736, -30.2095], [28.0840, 5.8550, -30.5429], [27.6156, 6.1822, -28.8469], [25.2768, 13.6699, -26.9746], [25.3350, 12.1621, -26.7657], [24.5033, 11.4480, -27.3022], [26.3196, 11.6541, -25.9933], [26.5157, 10.2492, -25.7205], [25.0459, 13.9984, -27.9865], [26.2121, 14.1652, -26.7000], [24.4704, 14.1043, -26.3811], [27.0851, 12.2514, -25.7301], [27.4572, 9.8715, -26.1204], [25.7207, 9.6446, -26.1443], [26.4538, 10.0878, -24.6421], [28.4949, 7.8187, -22.6079], [28.1275, 7.5465, -24.0409], [26.9444, 7.4248, -24.3391], [29.1495, 7.4325, -24.9131], [28.9487, 7.0355, -26.2952], [27.8911, 8.6186, -22.1816], [29.5497, 8.0908, -22.5410], [28.2481, 6.9473, -22.0027], [30.0820, 7.3125, -24.5148], [29.3627, 7.7516, -27.0011], [27.9137, 6.7798, -26.5049], [29.4756, 6.0824, -26.4239], [21.7056, 5.7191, -29.0698], [22.5094, 6.3422, -27.9430], [21.9700, 6.7683, -26.9350], [23.8482, 6.3785, -28.1152], [24.7868, 6.8269, -27.1114], [21.2098, 6.5139, -29.6263], [20.9005, 5.2092, -28.5380], [22.2567, 5.0166, -29.6890], [24.2689, 6.1879, -29.0066], [24.8480, 7.9150, -27.1161], [25.7595, 6.3909, -27.3395], [24.5506, 6.4701, -26.1109], [33.3560, 1.5657, -26.7761], [32.1337, 1.8068, -27.6377], [31.8359, 0.9609, -28.4739], [31.4174, 2.9257, -27.4264], [30.2646, 3.3148, -28.1833], [34.1333, 1.0888, -27.3698], [33.0711, 0.8393, -26.0138], [33.7765, 2.4853, -26.3692], [31.6127, 3.4557, -26.5733], [30.4800, 4.0346, -28.9838], [29.5555, 3.8474, -27.5473], [29.7237, 2.4940, -28.6481], [33.8209, 5.8278, -18.3638], [32.5497, 5.3153, -19.0050], [32.2782, 4.1238, -19.0313], [31.7525, 6.2515, -19.5618], [30.4853, 6.0084, -20.2299], [34.1760, 6.7598, -18.8132], [34.6466, 5.1399, -18.5468], [33.7484, 5.9541, -17.2853], [32.0651, 7.2048, -19.5054], [30.5927, 6.6338, -21.1138], [29.6557, 6.3451, -19.6054], [30.2837, 4.9742, -20.4842], [29.9097, 3.9914, -23.2434], [31.2978, 3.0600, -23.8963], [31.9278, 3.9936, -24.8811], [32.3452, 3.1392, -22.4128], [29.1112, 3.9673, -23.9809], [30.2515, 4.9851, -22.9596], [29.5826, 3.4869, -22.3302], [33.2335, 2.5125, -22.5104], [31.8759, 2.7308, -21.5142], [32.6555, 4.1637, -22.2084], [25.8850, 6.8325, -17.5190], [26.7529, 8.0274, -18.5761], [27.0271, 7.3119, -19.8678], [25.3721, 9.1991, -18.8645], [24.8053, 6.9626, -17.5718], [26.1820, 6.8534, -16.4689], [26.2065, 5.8469, -17.8525], [24.9954, 9.5657, -17.9143], [24.6411, 8.5952, -19.4054], [25.7433, 9.9626, -19.5439], [24.8070, 4.5271, -20.1831], [24.0264, 4.8280, -21.7998], [22.5790, 4.9686, -21.4261], [24.6132, 6.5710, -21.9698], [25.9008, 4.5620, -20.1854], [24.5122, 3.5664, -19.7599], [24.5151, 5.2719, -19.4426], [25.6772, 6.6995, -22.1463], [24.2494, 7.1262, -21.1072], [24.0655, 6.9703, -22.8253], [24.0483, 10.9605, -22.3302], [25.1212, 12.3267, -22.8782], [24.7057, 13.5399, -22.0823], [26.6683, 11.7460, -22.1149], [24.2488, 10.6435, -21.3085], [24.1613, 10.0815, -22.9690], [23.0412, 11.3489, -22.4679], [26.5804, 11.8582, -21.0356], [27.4106, 12.4675, -22.4588], [26.9701, 10.7348, -22.3835], [30.2275, 12.1063, -17.8588], [28.9296, 11.0087, -18.4176], [28.0228, 11.8741, -19.2636], [29.8181, 9.9591, -19.6005], [29.8091, 12.8194, -17.1577], [30.5907, 12.6380, -18.7430], [31.0746, 11.5116, -17.5155], [30.2064, 10.5908, -20.4061], [29.1562, 9.2471, -20.0926], [30.6647, 9.4605, -19.1264], [31.8225, 9.6864, -24.1266], [32.3019, 8.2162, -23.1803], [31.6344, 6.9872, -23.7405], [34.0329, 8.1862, -23.6732], [31.9290, 9.4524, -25.1914], [32.4395, 10.5328, -23.8375], [30.7513, 9.8845, -24.0718], [34.4406, 7.2257, -23.3673], [34.5050, 9.0076, -23.1334], [34.1515, 8.3356, -24.7465], [34.6388, 5.2895, -27.6097], [33.8887, 6.9373, -27.6552], [33.6499, 7.1777, -29.1263], [32.2973, 6.4956, -26.9375], [34.0744, 4.7181, -28.3468], [34.5285, 4.8949, -26.5991], [35.6839, 5.3175, -27.9062], [32.4581, 6.0312, -25.9620], [31.7536, 5.7815, -27.5567], [31.7202, 7.4068, -26.7956], [31.1007, 8.8041, -30.0406], [29.2992, 9.1118, -30.2084], [28.7618, 9.1650, -28.8146], [29.4601, 10.8498, -30.7057], [31.5461, 8.8476, -31.0302], [31.1699, 7.8375, -29.5486], [31.5051, 9.5505, -29.3575], [28.5528, 11.1930, -31.1955], [30.3495, 11.0682, -31.2957], [29.5988, 11.3840, -29.7631]],
  "forces_ev_per_a": [[-0.294, -0.138, -1.121], [1.098, -0.198, 1.391], [-0.325, 0.046, -0.319], [-0.822, 0.749, -1.392], [0.171, -0.403, 0.500], [0.097, -0.230, 0.120], [0.085, 0.013, 0.637], [-0.188, 0.291, 0.152], [0.168, -0.040, -0.102], [-0.284, -0.084, 0.154], [0.088, -0.158, 0.106], [0.255, 0.256, -0.143], [0.468, 0.445, 0.456], [-0.689, -0.025, -1.122], [-0.109, -0.060, 0.196], [0.730, 0.369, -0.072], [-0.371, -0.282, 0.294], [0.054, -0.678, -0.206], [-0.068, -0.008, 0.173], [0.097, -0.206, 0.285], [-0.227, 0.197, 0.029], [0.066, 0.092, 0.053], [-0.106, 0.254, -0.195], [0.262, -0.145, -0.003], [0.329, 0.186, -0.017], [-0.779, -0.063, 0.037], [0.064, 0.050, -0.239], [-0.164, 0.254, 0.082], [0.534, -1.079, 0.136], [-0.088, 0.061, -0.235], [-0.011, -0.162, 0.337], [0.252, -0.062, 0.022], [-0.297, -0.014, -0.215], [-0.330, 0.157, -0.021], [-0.145, 0.523, 0.145], [0.106, 0.065, -0.184], [-0.483, 0.201, 0.822], [-0.067, 0.235, 0.076], [0.103, -0.206, -0.150], [0.506, -0.312, -0.011], [0.226, 0.160, 0.150], [0.227, -0.053, -0.288], [0.022, -0.228, -0.245], [0.026, 0.140, -0.166], [-0.356, -0.225, -0.104], [0.119, 0.001, 0.203], [0.034, 0.164, -0.115], [-0.369, 0.100, -0.076], [0.059, 0.232, -0.024], [0.013, -0.927, -0.696], [-0.083, 0.314, -0.093], [0.411, 0.411, 0.549], [-0.832, 0.595, -0.342], [-0.174, -0.027, -0.208], [0.103, 0.228, 0.259], [-0.195, -0.105, 0.367], [0.112, -0.200, -0.328], [0.365, -0.162, -0.064], [-0.004, -0.230, 0.156], [0.241, -0.254, 0.196], [0.768, 0.250, -0.386], [0.033, -0.666, 0.101], [-0.009, 0.148, 0.014], [0.291, -0.216, 0.404], [0.230, 0.852, 0.144], [-0.322, 0.179, 0.162], [-0.293, -0.322, 0.058], [-0.273, -0.005, -0.011], [-0.072, 0.015, -0.062], [-0.788, -0.255, -0.328], [-0.094, 0.130, -0.158], [0.555, -0.107, 0.038], [0.080, -0.481, 0.676], [0.175, 0.208, 0.711], [0.349, 0.114, -0.167], [0.209, -0.324, 0.463], [0.042, 0.238, -0.054], [-0.012, 0.138, -0.401], [-0.156, -0.101, -0.133], [-0.016, 0.123, -0.585], [-0.469, 0.174, -0.191], [-0.170, 0.101, -0.209], [-0.078, -0.175, 0.320], [0.187, 0.160, 0.230], [-0.199, 0.298, 0.277], [0.416, -1.215, -0.476], [-0.003, -0.196, -0.179], [0.136, 0.587, -0.071], [-0.189, 0.071, -0.362], [0.032, 0.177, -0.042], [-0.252, 0.150, 0.172], [0.111, 0.238, 0.314], [0.716, -0.075, 0.572], [-0.284, 1.115, 1.267], [0.481, -0.211, -0.490], [-0.638, -0.309, -0.357], [-0.026, -0.027, -0.482], [-0.202, -0.124, -0.469], [-0.412, 0.244, -0.403], [0.037, -0.220, 0.121], [0.167, -0.210, 0.227], [0.080, -0.202, -0.149], [0.151, -0.073, -0.348], [-0.358, 0.114, 0.771], [0.373, -0.868, -0.472], [-0.149, 0.568, -0.029], [-0.086, 0.374, 0.142], [0.168, 0.163, -0.196], [-0.046, -0.058, 0.227], [-0.071, -0.050, 0.008], [0.136, -0.116, 0.049], [-0.229, -0.030, -0.186], [0.748, -0.276, -1.236], [-1.209, 0.188, -0.550], [0.547, -0.659, 0.573], [0.679, 0.591, -0.360], [0.040, -0.212, 0.242], [-0.187, 0.152, 0.026], [-0.170, 0.104, 0.569], [-0.005, 0.201, 0.168], [-0.278, -0.084, 0.497], [-0.161, -0.136, 0.144], [-0.345, -0.674, -1.021], [-0.105, -0.068, 0.467], [0.489, 0.663, 0.061], [-0.250, 0.247, -0.143], [0.505, 0.042, 0.045], [-0.058, 0.012, 0.084], [0.053, 0.016, 0.734], [-0.005, 0.024, 0.067], [0.145, -0.089, 0.017], [-0.073, -0.119, -0.027], [-0.434, 0.140, 0.182], [-0.120, -0.318, -1.072], [0.118, 0.226, 0.800], [0.261, -0.272, 0.338], [-0.039, -0.175, 0.149], [0.037, -0.166, -0.071], [0.000, 0.281, 0.031], [-0.009, 0.096, 0.053], [0.136, 0.108, -0.257], [0.012, 0.049, -0.154], [-1.132, 0.169, 0.319], [0.811, 0.364, 0.101], [-0.036, -0.131, -0.106], [0.199, 0.247, 0.373], [0.216, -0.220, 0.081], [0.258, -0.149, -0.344], [0.041, 0.124, -0.146], [0.010, -0.047, -0.024], [-0.142, -0.329, -0.316], [-0.207, -0.046, 0.050]],
  "e_above_lowest_ev": 0.000,
  "e_tot_ev": -161001.4494,
  "e_homo_ev": -8.5,
  "multiplicity": 1,
  "charge": 0,
  "homo_lumo_gap_ev": 7.936
}